Below is 2 unconnected molecules or ions with the total composition C4H11NO2 in a non-equilibrium geometry, with properties calculated with ωB97M-V/def2-TZVPD.

Structure (XYZ):
```
18
Properties=species:S:1:pos:R:3
C 1.885 -0.449 0.937
C 0.622 -0.612 0.080
N 0.198 0.479 -0.637
C -1.123 0.422 -1.223
C 1.030 1.538 -1.205
O -0.023 -1.643 0.160
H 2.403 -1.407 0.878
H 2.603 0.184 0.430
H 1.539 -0.241 1.941
H -1.630 -0.526 -1.173
H -1.031 0.601 -2.304
H -1.806 1.168 -0.825
H 1.167 1.346 -2.266
H 0.427 2.452 -1.140
H 1.909 1.727 -0.613
H -2.602 0.521 2.246
H -1.533 -0.535 2.060
O -2.245 -0.088 1.588
```

Values from the calculation:
- Structure (SMILES): CC(=O)N(C)C.O
- Total energy: -364.2322 hartree
- ΔE to the lowest compared entry with this formula, charge and spin: 0.9778 eV
- Kohn-Sham gap: 0.3615 hartree
- Spin multiplicity: 1

Atom charges from the Mulliken analysis, given in e for atoms 1 to 6: -1.024 0.682 0.105 -1.085 -0.986 -0.607